No. 1
Below is the ion C2H8NOS with charge +1 at a distorted geometry, with properties calculated with ωB97M-V/def2-TZVPD.

```
13
Properties=species:S:1:pos:R:3:forces:R:3
C -0.090970 -0.132251 -0.102481 0.7479 1.1581 -0.2123
H 1.705718 -0.780801 -1.048685 -0.6198 1.9054 -0.1388
H -2.384070 0.344838 -0.827665 0.9258 -0.3929 0.1339
H -1.310045 -1.275910 -1.037190 -1.7812 0.2799 -1.8327
S -1.404059 1.317582 -0.388680 -1.5016 2.7418 -0.2926
H 0.858537 0.805455 -1.802708 0.7063 -0.8933 0.8583
H -0.900549 0.007528 1.846250 2.0986 -1.0389 -0.6313
H 0.536349 0.834697 1.718348 -0.2493 -1.1555 -0.7579
O -0.677446 -1.255294 -0.358181 0.9157 -3.6236 1.6870
N 0.093167 -0.071779 1.383391 -0.4163 0.7451 1.5752
H 0.709605 -0.887349 1.677845 -1.2903 1.0221 0.0873
H 1.706146 0.870626 -0.186072 0.5469 0.1096 -0.6856
C 1.157615 0.222658 -0.874173 -0.0827 -0.8578 0.2095
```
Positions in Å, forces in eV/Å.

Values from the calculation:
- multiplicity = 3
- ⟨S²⟩ = 2.01
- lowest unoccupied orbital energy (alpha / beta) (eV) = -3.6731 / -7.7120
- net charge = +1
- energy above the lowest of the compared OMol25 structures with the same formula, charge and spin (eV) = 1.751

=====

No. 2
Below is a cluster of 5 separate species, C25H29F3N6O4S in total at a distorted geometry, with properties calculated with ωB97M-V/def2-TZVPD.

```
68
Properties=species:S:1:pos:R:3:forces:R:3
H -0.366326 1.447832 -1.423593 -0.4519 0.1256 -0.0282
H -0.135016 -1.969728 -2.537568 -0.0149 -0.0142 -0.0320
C 0.519500 -2.786451 -2.281804 -0.0123 0.1095 0.0735
H -1.777966 9.574344 2.845719 0.0078 0.0072 -0.0003
H 0.708124 -4.049582 -4.050265 -0.0057 -0.0048 -0.0083
H -4.453600 1.024070 -0.205557 -0.0252 0.1250 0.0116
H -6.960757 0.277456 -0.872441 0.0023 0.0187 0.0111
C 4.438556 -8.719618 1.229971 0.0006 -0.0199 -0.0004
N -5.952949 -1.237459 -1.984269 0.0665 0.0521 0.0273
F -3.575340 2.788365 2.262359 -1.0388 0.8774 -0.2717
H 0.935954 -2.239651 -0.275346 0.0841 -0.0428 0.0325
F -2.283464 1.539482 3.381124 0.3440 -0.5446 0.9283
H -0.569672 0.419115 0.514778 -0.2054 -0.4634 0.0427
C 1.412007 -0.068102 0.844495 -0.8508 0.7862 -0.3687
C 0.373288 1.940908 1.641927 -0.7638 -1.0778 -0.4051
H 2.318003 -5.536904 -2.445579 -0.0070 -0.0179 0.0113
C -2.152065 7.428778 2.734807 0.0239 -0.0094 0.0508
C 3.025024 1.498399 -1.619190 -0.5849 -0.7066 0.4149
H 3.961027 -1.316495 -1.971310 0.3149 -0.3730 -0.0530
C 0.961610 -3.849697 -3.022967 -0.0129 0.0200 -0.0344
H 0.810984 2.573890 -0.835993 0.0187 0.3994 0.1127
C -4.647772 -1.582578 -2.197861 -0.0413 -0.0437 -0.0239
H 4.564458 -9.767239 1.444369 0.0005 -0.0107 0.0014
H -4.928718 7.200057 1.062000 -0.0131 0.0175 -0.0064
O -1.329258 3.497305 0.281481 -0.3887 -1.1411 -0.8490
N 3.798857 -6.607057 1.375264 0.0235 -0.0916 -0.0722
H 5.617741 -8.391389 -0.646172 0.0056 -0.0032 -0.0090
H -2.786658 -0.715261 -1.465248 0.0102 -0.0135 -0.0165
S -1.094020 2.997699 1.594407 0.3548 2.8598 0.0063
H 2.360770 -4.268107 -0.056650 0.0242 0.0071 0.0037
C -6.015040 -0.148649 -1.158607 -0.0363 -0.0799 -0.0336
H 3.363459 -5.768983 1.709121 -0.0051 0.0350 0.0397
F -2.764387 1.012002 1.359276 -0.2693 -0.7436 -0.5157
C 0.397981 0.899904 0.491217 -0.3590 0.8644 -0.0211
C 0.576376 1.524206 -0.907947 0.3825 -0.7612 -0.4534
N -3.167391 6.715085 2.162522 0.0388 0.0762 0.0032
H -4.092073 9.747308 1.433826 -0.0035 0.0063 -0.0077
C 3.708471 -7.833978 1.974592 -0.0229 0.0562 0.0379
C 4.575197 -6.700497 0.251414 -0.0269 0.0758 0.0288
O 5.181992 0.916133 -2.410114 -0.6789 -0.4608 0.3100
C -4.733122 0.204585 -0.836276 -0.0699 -0.0638 -0.1089
H 3.121778 2.310549 -2.315460 0.2227 0.3790 -0.2573
C -3.863918 -0.705481 -1.497946 0.0227 0.0303 0.0416
O -0.912102 4.029161 2.566262 -0.0148 -0.5321 1.0186
N 1.065607 -2.887485 -1.029804 -0.0724 -0.1444 -0.1412
N 2.217392 -0.808382 1.142057 1.1853 -1.2706 0.6098
H -1.346866 6.930482 3.246116 0.0146 -0.0056 -0.0089
C -2.397403 8.757799 2.515529 0.0069 -0.0015 -0.0011
C 4.989765 -7.999462 0.135751 -0.0030 -0.0088 -0.0295
C 1.803143 -4.627811 -2.184030 0.0461 -0.0384 -0.0113
C 1.534867 2.776079 1.633008 2.7733 2.3885 0.6893
H -4.389974 -2.416963 -2.826574 0.0255 -0.0087 0.0052
C -3.608275 8.848384 1.776651 -0.0028 0.0067 -0.0103
O 4.069902 -0.676816 -1.261010 -0.4994 0.2987 -0.0370
H 3.135349 -7.969740 2.875256 0.0046 -0.0171 0.0112
H 4.764949 -5.838197 -0.364854 0.0233 0.0001 -0.0065
H 1.666024 -0.225651 -1.680345 0.0187 -0.2363 0.2370
C -2.551397 2.005083 2.188458 1.3145 -0.1237 -0.1485
H 0.340946 1.412420 2.585519 -0.0965 -0.0722 0.4525
C 1.637936 0.850030 -1.789804 0.0910 0.7543 -0.0662
H -3.236598 5.715669 2.178712 0.0156 -0.0367 -0.0417
C 4.187420 0.567502 -1.823086 1.1474 0.6197 -0.5967
H 3.095668 1.936536 -0.627795 0.2433 -0.0312 0.3240
H -6.745332 -1.712070 -2.373323 -0.0314 -0.0195 -0.0220
N 2.480906 3.455357 1.738971 -2.1418 -1.6241 -0.4851
H 1.329167 1.041062 -2.807358 -0.1015 -0.1132 -0.4133
C 1.844477 -4.008981 -0.963705 0.0337 0.0569 0.0452
C -4.057212 7.571430 1.572888 -0.0397 -0.0817 0.0141
```
Positions in Å, forces in eV/Å.

Values from the calculation:
- lowest unoccupied orbital energy (eV) = -0.3004
- structure (SMILES) = N#C[C@H](CCCC(=O)O)[C@@H](C#N)S(=O)(=O)C(F)(F)F.c1cc[nH]c1.c1cc[nH]c1.c1cc[nH]c1.c1cc[nH]c1
- net charge = 0

=====

- Which value of net charge does entry 1 give?
  +1

=====

- Look up the net charge of the first one.
  +1

=====

- Number 2 is which compound?
  C25H29F3N6O4S

=====

- Look up the net charge of the first one.
  +1